--- one ---
The molecule C3H11N3, computed with ωB97M-V/def2-TZVPD.

Values from the calculation:
Highest occupied orbital energy (eV): -8.36
Total charge: 0
HOMO-LUMO gap (eV): 9.4
SMILES: NCCNCN
2S+1: 1
M (g/mol): 89.14

Cartesian coordinates (Å):
N (0.407, 0.897, -2.315)
C (-0.524, -0.085, -1.759)
C (-0.890, 0.148, -0.303)
N (0.250, 0.493, 0.495)
C (0.215, 0.062, 1.875)
N (0.580, -1.314, 2.170)
H (-0.077, 1.770, -2.498)
H (0.855, 0.558, -3.153)
H (-0.033, -1.077, -1.813)
H (-1.381, -0.309, -2.416)
H (-1.777, 0.796, -0.188)
H (-1.374, -0.816, -0.017)
H (1.106, 0.245, 0.018)
H (-0.784, 0.292, 2.257)
H (0.914, 0.699, 2.409)
H (-0.109, -1.977, 1.838)
H (1.512, -1.483, 1.822)

--- two ---
The molecule C3H11N3, computed with ωB97M-V/def2-TZVPD.

Values from the calculation:
Highest occupied orbital energy (eV): -8.29
Total charge: 0
HOMO-LUMO gap (eV): 9.3
SMILES: C[C@@H](CN)NN
2S+1: 1
M (g/mol): 89.14

Cartesian coordinates (Å):
C (-0.305, 1.387, -0.616)
C (0.028, 0.145, 0.191)
C (-0.732, -1.102, -0.120)
N (-2.195, -0.736, 0.486)
N (1.346, -0.548, -0.291)
N (2.551, -0.182, 0.346)
H (0.504, 2.115, -0.546)
H (-0.447, 1.140, -1.668)
H (-1.233, 1.826, -0.255)
H (0.121, 0.328, 1.264)
H (-0.912, -1.261, -1.181)
H (-0.420, -1.966, 0.461)
H (-2.241, -0.721, 1.499)
H (-2.744, -0.060, -0.034)
H (1.477, -0.512, -1.298)
H (2.608, -0.674, 1.234)
H (2.593, 0.821, 0.529)

Most stable one: one, least stable one: two.

--- one ---
A cluster of 2 separate species, C3H11N3 in total, computed with ωB97M-V/def2-TZVPD.

Values from the calculation:
Highest occupied orbital energy (eV): -8.29
Total charge: 0
HOMO-LUMO gap (eV): 9.3
SMILES: C=NC.NCN
2S+1: 1
M (g/mol): 89.14

Cartesian coordinates (Å):
C (1.458, -2.391, -0.016)
N (1.102, -1.328, 0.518)
C (2.009, -0.180, 0.636)
H (0.789, -3.275, 0.112)
H (2.267, -2.432, -0.782)
H (1.968, 0.305, 1.696)
H (3.083, -0.507, 0.279)
H (1.892, 0.574, -0.237)
N (-0.991, 0.183, -0.834)
C (-1.176, 1.257, 0.024)
N (-2.617, 1.894, 0.120)
H (-1.870, -0.241, -1.235)
H (-0.184, -0.377, -0.608)
H (-0.436, 2.015, -0.316)
H (-1.081, 0.911, 1.011)
H (-2.907, 2.447, -0.596)
H (-3.307, 1.145, 0.227)

--- two ---
A cluster of 2 separate species, C3H11N3 in total, computed with ωB97M-V/def2-TZVPD.

Values from the calculation:
Highest occupied orbital energy (spin up / spin down) (eV): -7.14 / -6.90
Total charge: 0
HOMO-LUMO gap (spin up / spin down) (eV): 8.2 / 8.0
2S+1: 1
M (g/mol): 89.14

Cartesian coordinates (Å):
C (1.203, 1.386, 0.235)
C (1.159, -1.163, -0.012)
C (1.218, 0.042, 0.845)
N (-2.177, 0.949, -0.324)
N (-1.818, -1.250, -0.051)
N (-1.965, -0.115, 0.618)
H (0.173, 1.874, 0.528)
H (1.982, 2.088, 0.464)
H (1.276, 1.178, -0.824)
H (1.599, -1.954, 0.466)
H (1.406, -1.041, -0.985)
H (-0.022, -1.436, -0.085)
H (1.492, 0.061, 1.833)
H (-1.301, 1.145, -0.652)
H (-2.609, 1.773, 0.034)
H (-1.930, -1.993, 0.625)
H (-1.741, -1.393, -1.070)

--- three ---
A cluster of 2 separate species, C3H11N3 in total, computed with ωB97M-V/def2-TZVPD.

Values from the calculation:
Highest occupied orbital energy (eV): -7.68
Total charge: 0
HOMO-LUMO gap (eV): 8.6
SMILES: C=CN.NCN
2S+1: 1
M (g/mol): 89.14

Cartesian coordinates (Å):
C (-1.803, 0.279, 0.066)
C (-2.061, -0.607, -0.953)
N (-2.954, -1.650, -0.916)
H (-1.578, -0.183, 1.027)
H (-1.702, 1.343, -0.066)
H (-1.466, -0.559, -1.864)
H (-3.247, -2.007, -0.013)
H (-2.610, -2.385, -1.527)
N (1.621, -0.062, -0.274)
C (1.929, 0.465, 1.076)
N (2.747, 1.677, 0.946)
H (2.453, -0.351, -0.767)
H (0.994, -0.853, -0.179)
H (1.047, 0.715, 1.662)
H (2.410, -0.340, 1.648)
H (3.407, 1.465, 0.204)
H (2.157, 2.339, 0.447)

Most stable one: three, least stable one: two.

--- one ---
The molecule C7H13NO, computed with ωB97M-V/def2-TZVPD.

Values from the calculation:
Highest occupied orbital energy (eV): -9.11
Total charge: 0
HOMO-LUMO gap (eV): 10.0
SMILES: CCC(=O)N[C@@H]1C[C@H]1C
2S+1: 1
M (g/mol): 127.19

Cartesian coordinates (Å):
C (-1.100, -2.723, 0.264)
C (0.013, -2.509, -0.746)
C (0.846, -1.249, -0.590)
O (1.599, -0.883, -1.496)
N (0.680, -0.532, 0.575)
C (0.872, 0.886, 0.563)
C (0.120, 1.810, 1.476)
C (-0.272, 1.721, 0.026)
C (0.023, 2.809, -0.947)
H (-1.747, -3.547, -0.053)
H (-1.725, -1.830, 0.373)
H (-0.691, -2.977, 1.247)
H (0.687, -3.371, -0.755)
H (-0.452, -2.435, -1.738)
H (0.108, -0.909, 1.318)
H (1.888, 1.179, 0.305)
H (-0.553, 1.382, 2.210)
H (0.626, 2.706, 1.818)
H (-1.193, 1.204, -0.222)
H (0.833, 2.518, -1.624)
H (-0.863, 3.010, -1.560)
H (0.302, 3.738, -0.443)

--- two ---
The molecule C7H13NO, computed with ωB97M-V/def2-TZVPD.

Values from the calculation:
Highest occupied orbital energy (eV): -8.45
Total charge: 0
HOMO-LUMO gap (eV): 9.3
SMILES: C[C@@H]1CN[C@@H]2[C@@H]1[C@@]2(C)O
2S+1: 1
M (g/mol): 127.19

Cartesian coordinates (Å):
C (-2.158, -0.747, 0.316)
C (-0.868, -0.658, 1.198)
C (-0.812, 0.927, 1.815)
N (0.317, 1.841, 0.947)
C (0.248, 0.795, -0.282)
C (0.338, -0.636, 0.320)
C (0.751, -0.302, -1.162)
C (2.328, -0.369, -1.393)
O (-0.077, -0.669, -2.273)
H (-2.083, -1.516, -0.412)
H (-3.081, -0.680, 0.828)
H (-2.139, 0.051, -0.460)
H (-0.654, -1.592, 1.751)
H (-1.852, 1.248, 1.572)
H (-0.369, 1.195, 2.717)
H (1.244, 1.414, 1.476)
H (-0.843, 1.051, -0.724)
H (1.299, -0.677, 0.805)
H (2.679, 0.107, -0.470)
H (2.727, -1.308, -1.730)
H (2.808, 0.616, -1.885)
H (0.196, -0.090, -2.956)

--- three ---
The molecule C7H13NO, computed with ωB97M-V/def2-TZVPD.

Values from the calculation:
Highest occupied orbital energy (eV): -8.64
Total charge: 0
HOMO-LUMO gap (eV): 9.5
SMILES: C#CN(C)C(C)(C)CO
2S+1: 1
M (g/mol): 127.19

Cartesian coordinates (Å):
C (-2.633, 1.596, -0.476)
C (-1.673, 1.008, -0.053)
N (-0.641, 0.241, 0.543)
C (-0.286, 0.737, 1.863)
C (0.412, -0.215, -0.343)
C (-0.154, -0.515, -1.727)
C (1.585, 0.761, -0.447)
C (0.877, -1.598, 0.307)
O (-0.186, -2.489, 0.463)
H (-3.472, 2.094, -0.861)
H (0.445, 0.093, 2.349)
H (-1.189, 0.763, 2.472)
H (0.128, 1.751, 1.828)
H (-0.494, 0.402, -2.202)
H (-0.998, -1.196, -1.654)
H (0.612, -0.979, -2.345)
H (2.312, 0.394, -1.166)
H (1.215, 1.729, -0.782)
H (2.086, 0.889, 0.510)
H (1.386, -1.419, 1.265)
H (1.594, -2.061, -0.372)
H (-0.929, -1.988, 0.829)

Most stable one: one, least stable one: two.

--- one ---
The molecule C7H13NO, computed with ωB97M-V/def2-TZVPD.

Values from the calculation:
Highest occupied orbital energy (eV): -8.84
Total charge: 0
HOMO-LUMO gap (eV): 9.6
SMILES: C=C(C)/C(C)=C\[C@@H](N)O
2S+1: 1
M (g/mol): 127.19

Cartesian coordinates (Å):
C (-1.314, 0.064, 1.762)
C (-0.450, 0.473, 0.829)
C (0.107, 1.870, 0.799)
C (0.709, -0.700, 0.290)
C (1.688, -0.980, 1.378)
C (0.678, -1.112, -0.939)
C (-0.391, -0.600, -2.123)
N (-1.574, -0.055, -1.618)
O (0.336, 0.337, -2.869)
H (-1.685, -0.952, 1.772)
H (-1.757, 0.745, 2.475)
H (0.874, 2.016, 1.571)
H (0.582, 2.065, -0.171)
H (-0.675, 2.630, 0.925)
H (1.178, -1.191, 2.321)
H (2.328, -0.123, 1.538)
H (2.304, -1.848, 1.119)
H (1.417, -1.755, -1.390)
H (-0.558, -1.505, -2.721)
H (-1.323, 0.360, -0.510)
H (-2.221, -0.797, -1.368)
H (-0.253, 1.059, -3.068)

--- two ---
The molecule C7H13NO, computed with ωB97M-V/def2-TZVPD.

Values from the calculation:
Highest occupied orbital energy (eV): -7.70
Total charge: 0
HOMO-LUMO gap (eV): 8.5
SMILES: C[C@H]1C(=O)N1C(C)(C)C
2S+1: 1
M (g/mol): 127.19

Cartesian coordinates (Å):
C (1.799, -1.227, 1.689)
C (0.550, -0.391, 1.674)
C (0.777, 1.385, 1.330)
O (1.170, 2.449, 1.659)
N (0.297, 0.501, 0.568)
C (-0.623, 0.221, -0.799)
C (0.306, 0.552, -1.954)
C (-0.968, -1.216, -0.642)
C (-1.795, 1.181, -0.695)
H (1.547, -2.274, 1.862)
H (2.343, -1.181, 0.744)
H (2.500, -0.917, 2.469)
H (-0.172, -0.482, 2.478)
H (1.168, -0.114, -1.961)
H (0.671, 1.577, -1.870)
H (-0.219, 0.440, -2.905)
H (-0.267, -1.889, -1.132)
H (-1.979, -1.448, -0.969)
H (-0.829, -1.437, 0.469)
H (-2.447, 0.911, 0.136)
H (-1.443, 2.202, -0.539)
H (-2.385, 1.157, -1.613)

--- three ---
A cluster of 2 separate species, C7H13NO in total, computed with ωB97M-V/def2-TZVPD.

Values from the calculation:
Highest occupied orbital energy (eV): -8.27
Total charge: 0
HOMO-LUMO gap (eV): 8.1
2S+1: 1
M (g/mol): 127.19

Cartesian coordinates (Å):
C (0.160, 0.921, -0.030)
C (-0.089, 1.007, -1.474)
C (1.585, 0.729, 0.366)
C (-0.730, 1.685, 0.895)
C (0.184, -2.031, 0.831)
C (-0.697, -1.020, 0.156)
C (-0.040, -0.549, -1.735)
N (-1.950, -0.925, 0.276)
O (1.021, -1.162, -1.900)
H (-2.352, -1.616, 0.914)
H (-1.077, 1.398, -1.711)
H (0.699, 1.467, -2.068)
H (-0.981, -0.838, -2.224)
H (2.014, -0.114, -0.185)
H (2.161, 1.610, 0.062)
H (1.700, 0.590, 1.439)
H (-0.579, 1.388, 1.934)
H (-1.777, 1.557, 0.628)
H (-0.481, 2.750, 0.801)
H (-0.391, -2.908, 1.136)
H (0.987, -2.338, 0.160)
H (0.632, -1.600, 1.729)

--- four ---
The molecule C7H13NO, computed with ωB97M-V/def2-TZVPD.

Values from the calculation:
Highest occupied orbital energy (eV): -8.65
Total charge: 0
HOMO-LUMO gap (eV): 9.6
SMILES: C=C(N)/C(C)=C(/C)CO
2S+1: 1
M (g/mol): 127.19

Cartesian coordinates (Å):
C (-2.425, 0.127, 0.367)
C (-1.151, -0.140, 0.732)
N (-0.821, -1.028, 1.761)
C (-0.049, 0.669, 0.193)
C (0.173, 2.043, 0.758)
C (0.694, 0.052, -0.737)
C (1.954, 0.503, -1.392)
C (0.180, -1.453, -1.124)
O (0.834, -2.359, -0.254)
H (-3.236, -0.529, 0.664)
H (-2.663, 0.951, -0.295)
H (-1.035, -0.594, 2.657)
H (0.191, -1.177, 1.764)
H (0.194, 2.799, -0.032)
H (1.122, 2.083, 1.305)
H (-0.618, 2.333, 1.459)
H (2.247, 1.511, -1.080)
H (2.766, -0.188, -1.145)
H (1.833, 0.507, -2.480)
H (-0.880, -1.701, -1.234)
H (0.571, -1.615, -2.132)
H (0.119, -2.793, 0.246)

Most stable one: four, least stable one: three.

--- one ---
The molecule C7H13NO, computed with ωB97M-V/def2-TZVPD.

Values from the calculation:
Highest occupied orbital energy (eV): -8.31
Total charge: 0
HOMO-LUMO gap (eV): 9.1
SMILES: C=CNC(C)(C)C(=C)O
2S+1: 1
M (g/mol): 127.19

Cartesian coordinates (Å):
C (-2.817, 1.462, 0.509)
C (-1.915, 0.818, -0.220)
N (-0.448, 0.824, 0.104)
C (0.261, -0.384, -0.061)
C (-0.183, -1.437, 0.964)
C (0.184, -0.950, -1.479)
C (1.818, 0.129, 0.207)
C (2.345, 1.193, -0.387)
O (2.630, -0.661, 0.965)
H (-2.534, 2.019, 1.390)
H (-3.859, 1.482, 0.239)
H (-2.204, 0.262, -1.102)
H (-0.114, 1.661, 0.556)
H (-0.016, -1.086, 1.981)
H (0.348, -2.377, 0.816)
H (-1.249, -1.628, 0.850)
H (1.008, -1.646, -1.632)
H (0.263, -0.146, -2.205)
H (-0.756, -1.472, -1.645)
H (1.737, 1.828, -1.005)
H (3.397, 1.414, -0.302)
H (2.106, -1.304, 1.455)

--- two ---
The molecule C7H13NO, computed with ωB97M-V/def2-TZVPD.

Values from the calculation:
Highest occupied orbital energy (eV): -8.39
Total charge: 0
HOMO-LUMO gap (eV): 9.2
SMILES: C=C[C@@H](O)[C@@H](N)C(=C)C
2S+1: 1
M (g/mol): 127.19

Cartesian coordinates (Å):
C (0.569, 2.520, -0.323)
C (0.249, 1.380, -0.961)
C (1.171, -0.025, -0.969)
O (2.242, 0.037, -0.077)
C (0.068, -1.038, -0.575)
N (0.592, -2.217, 0.127)
C (-0.923, -0.215, 0.288)
C (-2.265, -0.274, -0.018)
C (-0.528, 0.076, 1.724)
H (0.327, 3.484, -0.755)
H (1.068, 2.502, 0.639)
H (-0.278, 1.459, -1.910)
H (1.536, -0.148, -1.989)
H (2.059, -0.625, 0.619)
H (-0.452, -1.341, -1.491)
H (-0.006, -3.011, -0.099)
H (1.510, -2.490, -0.214)
H (-2.651, -0.916, -0.801)
H (-2.980, 0.357, 0.498)
H (0.547, 0.197, 1.856)
H (-0.858, -0.726, 2.390)
H (-0.996, 1.013, 2.042)

Most stable one: one, least stable one: two.

--- one ---
A structure of composition C7H13NO, computed with ωB97M-V/def2-TZVPD.

Values from the calculation:
Highest occupied orbital energy (eV): -8.62
Total charge: 0
HOMO-LUMO gap (eV): 9.0
2S+1: 1
M (g/mol): 127.19

Cartesian coordinates (Å):
C (-1.113, -1.296, -1.500)
C (-0.527, -0.492, -0.434)
C (-1.218, -0.195, 0.630)
C (-2.279, -1.117, 1.532)
C (0.821, 0.953, 1.335)
C (1.105, 1.329, -0.173)
C (0.916, 0.142, -0.816)
H (-1.444, -0.511, -2.353)
H (-2.141, -1.796, -1.202)
H (-0.477, -2.148, -1.764)
H (-3.082, -1.112, 0.713)
H (-2.319, -0.514, 2.944)
H (-1.678, -2.435, 1.821)
H (1.432, 0.064, 1.334)
H (1.344, 1.856, 1.944)
H (0.524, 2.229, -0.676)
H (2.467, 1.405, -1.720)
H (3.054, 1.103, 0.240)
H (1.773, -0.512, -0.851)
H (0.823, 0.469, -1.947)
N (2.470, 1.780, -0.436)
O (-0.450, 0.797, 1.378)

--- two ---
The molecule C7H13NO, computed with ωB97M-V/def2-TZVPD.

Values from the calculation:
Highest occupied orbital energy (eV): -8.40
Total charge: 0
HOMO-LUMO gap (eV): 9.3
SMILES: C=C=C(C)[C@@](C)(N)OC
2S+1: 1
M (g/mol): 127.19

Cartesian coordinates (Å):
C (2.604, 0.880, -1.195)
C (1.412, 0.783, -0.690)
C (0.157, 0.817, -0.284)
C (-0.359, 1.952, 0.562)
C (-0.674, -0.440, -0.433)
C (-2.060, -0.423, 0.209)
N (-0.832, -0.784, -1.818)
O (0.201, -1.590, 0.132)
C (0.693, -1.487, 1.449)
H (2.898, 1.773, -1.735)
H (3.335, 0.092, -1.058)
H (-0.748, 1.602, 1.522)
H (0.438, 2.670, 0.783)
H (-1.159, 2.485, 0.037)
H (-2.672, 0.399, -0.180)
H (-2.590, -1.365, 0.029)
H (-1.998, -0.309, 1.295)
H (0.097, -0.923, -2.209)
H (-1.277, -1.697, -1.867)
H (1.696, -1.046, 1.452)
H (0.770, -2.495, 1.874)
H (0.067, -0.890, 2.123)

Most stable one: two, least stable one: one.